Below is a cluster of 10 separate species, C69H151N7O10 in total in a non-equilibrium geometry, with properties calculated with the ωB97M-V functional and the def2-TZVPD basis.

The geometry in XYZ format:
```
237
Properties=species:S:1:pos:R:3:lowdin_charge:R:1
C -3.21 -12.39 20.16 -0.003
C -3.64 -13.65 19.30 -0.524
C -3.70 -13.06 17.87 -0.046
C -2.65 -14.80 19.27 -0.129
C -2.60 -15.49 20.63 -0.201
C -3.91 -16.06 21.09 -0.142
C -5.06 -15.02 20.97 -0.435
C -6.43 -15.79 20.78 -0.013
C -5.03 -14.11 22.21 -0.025
N -4.88 -14.25 19.67 -0.086
O -5.93 -13.28 19.71 -0.044
H -2.49 -11.84 19.60 0.064
H -4.07 -11.76 20.26 0.069
H -2.85 -12.72 21.10 0.044
H -4.33 -13.70 17.23 0.088
H -4.28 -12.12 17.87 0.083
H -2.70 -12.90 17.50 0.083
H -2.99 -15.46 18.50 0.115
H -1.61 -14.46 19.06 0.124
H -1.84 -16.27 20.55 0.102
H -2.21 -14.79 21.42 0.100
H -3.78 -16.35 22.14 0.080
H -4.12 -17.01 20.51 0.138
H -6.35 -16.44 19.89 0.088
H -7.18 -15.00 20.59 0.078
H -6.76 -16.28 21.66 0.046
H -4.03 -14.01 22.60 0.059
H -5.57 -14.65 23.02 0.068
H -5.54 -13.14 22.12 0.093
H -6.37 -13.33 18.85 0.104
C 0.28 -13.18 24.66 -0.034
C 1.49 -12.29 24.18 -0.485
C 1.62 -11.15 25.17 -0.045
C 2.70 -13.20 24.22 -0.158
C 2.92 -14.16 23.05 -0.179
C 2.91 -13.29 21.78 -0.148
C 1.58 -12.55 21.57 -0.485
C 1.66 -11.57 20.37 -0.024
C 0.60 -13.67 21.13 -0.032
N 1.25 -11.76 22.80 -0.046
O -0.14 -11.36 22.63 -0.044
H -0.60 -13.11 24.02 0.070
H 0.46 -14.30 24.55 0.088
H -0.02 -13.00 25.66 0.048
H 2.08 -11.51 26.12 0.098
H 2.34 -10.33 24.88 0.099
H 0.64 -10.70 25.40 0.072
H 3.55 -12.48 24.27 0.130
H 2.72 -13.75 25.18 0.119
H 3.95 -14.59 23.03 0.121
H 2.24 -15.01 23.04 0.087
H 3.14 -13.78 20.84 0.118
H 3.57 -12.45 21.99 0.118
H 2.28 -10.69 20.54 0.091
H 0.65 -11.27 20.22 0.056
H 2.01 -11.96 19.47 0.062
H -0.31 -13.19 20.75 0.060
H 0.28 -14.22 22.03 0.070
H 0.94 -14.42 20.44 0.082
H -0.04 -10.50 22.22 0.099
C -1.26 -23.96 31.31 -0.018
C -0.89 -22.53 31.58 -0.562
C -2.09 -21.65 31.75 -0.031
C 0.01 -22.47 32.82 -0.155
C 1.30 -23.24 32.64 -0.190
C 2.11 -22.50 31.60 -0.127
C 1.38 -22.58 30.22 -0.462
C 1.99 -21.55 29.25 -0.028
C 1.48 -23.88 29.56 -0.050
N -0.02 -21.91 30.56 -0.046
O -0.72 -21.84 29.33 -0.077
H -2.10 -24.06 30.54 0.109
H -0.42 -24.56 30.99 0.044
H -1.61 -24.47 32.16 0.079
H -1.73 -20.62 31.74 0.090
H -2.87 -21.78 30.95 0.082
H -2.54 -21.79 32.80 0.115
H 0.36 -21.51 33.12 0.112
H -0.65 -22.76 33.65 0.127
H 1.80 -23.30 33.66 0.138
H 1.12 -24.26 32.34 0.090
H 3.18 -22.75 31.44 0.130
H 2.09 -21.42 31.88 0.126
H 3.00 -21.72 29.03 0.078
H 1.92 -20.58 29.66 0.079
H 1.43 -21.51 28.35 0.050
H 1.10 -24.05 28.58 0.072
H 1.28 -24.84 30.17 0.111
H 2.56 -23.93 29.50 0.087
H -1.25 -22.64 29.16 0.098
C -2.50 -18.34 23.73 -0.009
C -1.96 -17.45 24.88 -0.394
C -0.40 -17.65 25.06 -0.009
C -2.29 -15.95 24.57 -0.106
C -2.06 -15.03 25.78 -0.194
C -2.90 -15.57 26.91 -0.141
C -2.52 -17.02 27.36 -0.491
C -1.10 -17.00 27.92 -0.024
C -3.49 -17.48 28.45 -0.018
N -2.79 -17.79 26.13 -0.088
O -2.72 -19.16 26.41 -0.067
H -2.19 -19.38 23.92 0.089
H -3.53 -18.22 23.65 0.047
H -2.12 -18.07 22.75 0.071
H 0.09 -16.69 25.44 0.072
H -0.18 -18.47 25.78 0.065
H 0.21 -17.84 24.16 0.067
H -1.75 -15.60 23.70 0.104
H -3.38 -15.98 24.40 0.102
H -1.01 -14.93 26.07 0.080
H -2.49 -14.04 25.67 0.094
H -3.95 -15.60 26.58 0.100
H -2.75 -14.92 27.79 0.114
H -0.60 -17.98 28.06 0.095
H -1.14 -16.57 28.89 0.073
H -0.38 -16.45 27.29 0.064
H -4.50 -17.28 28.05 0.094
H -3.31 -16.97 29.42 0.102
H -3.27 -18.49 28.65 0.060
H -1.81 -19.41 26.63 0.056
C -6.12 -10.67 26.87 -0.042
C -5.13 -11.67 26.42 -0.535
C -5.90 -12.89 25.85 -0.033
C -4.31 -11.12 25.24 -0.122
C -3.23 -10.10 25.57 -0.167
C -2.37 -10.73 26.62 -0.167
C -3.13 -11.18 27.79 -0.591
C -2.18 -11.90 28.71 -0.025
C -3.71 -10.03 28.59 -0.029
N -4.11 -12.16 27.40 -0.002
O -5.00 -12.57 28.59 -0.035
H -5.62 -9.69 26.94 0.069
H -6.95 -10.66 26.14 0.104
H -6.39 -10.91 27.91 0.094
H -6.81 -13.08 26.46 0.089
H -6.29 -12.88 24.80 0.090
H -5.18 -13.69 25.95 0.052
H -3.88 -11.98 24.70 0.121
H -5.03 -10.55 24.68 0.117
H -2.50 -9.92 24.76 0.124
H -3.63 -9.18 25.83 0.089
H -1.56 -10.05 26.99 0.146
H -1.84 -11.55 26.13 0.105
H -2.68 -12.29 29.55 0.065
H -1.54 -11.08 29.10 0.102
H -1.70 -12.72 28.14 0.094
H -2.92 -9.51 29.07 0.072
H -4.27 -10.37 29.49 0.108
H -4.27 -9.26 28.11 0.058
H -4.64 -13.45 28.71 0.072
C -7.18 -23.40 27.99 -0.012
C -6.15 -22.78 28.97 -0.528
C -5.55 -23.89 29.78 -0.051
C -5.08 -22.05 28.24 -0.133
C -5.56 -20.67 27.70 -0.148
C -6.11 -19.83 28.80 -0.175
C -7.14 -20.49 29.70 -0.486
C -7.18 -19.71 31.05 -0.011
C -8.48 -20.44 28.92 -0.022
N -6.68 -21.85 30.02 -0.125
O -7.56 -22.52 30.85 -0.027
H -6.69 -24.21 27.49 0.076
H -8.11 -23.73 28.48 0.091
H -7.50 -22.70 27.29 0.039
H -4.85 -23.41 30.43 0.063
H -6.26 -24.56 30.34 0.108
H -4.97 -24.52 29.16 0.070
H -4.14 -22.00 28.85 0.110
H -4.78 -22.70 27.34 0.134
H -4.68 -20.15 27.19 0.107
H -6.28 -20.73 26.87 0.110
H -6.56 -18.97 28.46 0.083
H -5.29 -19.45 29.40 0.107
H -8.20 -19.53 31.39 0.070
H -6.78 -18.68 30.96 0.084
H -6.59 -20.29 31.79 0.093
H -8.72 -19.39 28.69 0.092
H -9.33 -20.81 29.46 0.059
H -8.52 -20.95 27.93 0.089
H -8.43 -22.44 30.38 0.099
C 3.07 -19.08 22.90 -0.062
C 2.68 -18.99 21.46 -0.527
C 2.18 -17.59 21.15 -0.034
C 3.97 -19.28 20.66 -0.145
C 4.44 -20.73 20.67 -0.177
C 3.31 -21.61 20.14 -0.133
C 2.00 -21.39 21.00 -0.501
C 0.96 -22.23 20.29 -0.041
C 2.26 -22.04 22.41 -0.007
N 1.68 -19.97 20.95 -0.066
O 0.55 -19.75 21.77 -0.029
H 3.46 -18.14 23.36 0.091
H 2.28 -19.25 23.63 0.083
H 3.81 -19.82 23.21 0.073
H 1.33 -17.32 21.77 0.060
H 2.98 -16.81 21.26 0.096
H 1.73 -17.65 20.12 0.110
H 3.91 -19.00 19.58 0.135
H 4.70 -18.58 21.05 0.112
H 5.40 -20.78 20.09 0.126
H 4.63 -21.12 21.69 0.105
H 3.50 -22.66 20.44 0.116
H 3.17 -21.53 19.11 0.097
H -0.03 -22.16 20.77 0.094
H 1.43 -23.22 20.23 0.084
H 0.82 -21.95 19.27 0.073
H 2.99 -21.49 22.91 0.016
H 2.60 -23.04 22.30 0.074
H 1.26 -21.95 22.96 0.104
H -0.02 -19.26 21.20 0.080
C -7.58 -17.08 24.65 -0.104
C -6.13 -17.10 24.81 -0.337
O -5.77 -18.32 25.48 -0.080
H -8.08 -17.99 24.25 0.094
H -7.87 -16.24 24.04 0.058
H -8.08 -16.91 25.62 0.083
H -5.79 -16.20 25.39 0.107
H -5.59 -17.03 23.81 0.103
H -4.86 -18.22 25.77 0.023
C 4.46 -18.45 26.53 -0.055
C 3.40 -17.31 26.81 -0.303
O 3.42 -16.25 25.88 -0.104
H 4.58 -19.05 27.41 0.055
H 5.47 -18.05 26.26 0.091
H 4.01 -18.99 25.76 0.014
H 3.60 -16.83 27.82 0.117
H 2.30 -17.68 26.90 0.124
H 3.10 -16.61 25.03 0.058
C -2.16 -22.15 25.95 -0.075
C -0.67 -21.91 25.98 -0.287
O -0.41 -20.76 26.77 -0.128
H -2.60 -21.99 26.98 0.076
H -2.39 -23.07 25.55 0.049
H -2.68 -21.31 25.44 0.076
H -0.09 -21.80 25.02 0.114
H -0.19 -22.83 26.49 0.123
H -0.40 -20.94 27.71 0.038
```

The total energy is -104895.5723 eV. As for the SMILES: CC1(C)CCCC(C)(C)N1O.CC1(C)CCCC(C)(C)N1O.CC1(C)CCCC(C)(C)N1O.CC1(C)CCCC(C)(C)N1O.CC1(C)CCCC(C)(C)N1O.CC1(C)CCCC(C)(C)N1O.CC1(C)CCCC(C)(C)N1O.CCO.CCO.CCO. The calculation puts the HOMO-LUMO gap at 0.317 Eh. As for the HOMO energy: -8.119 eV. Its total charge is 0.